# 1
18
Properties=species:S:1:pos:R:3:mulliken_charge:R:1 method="wB97M-V/def2-TZVPD" relative_energy_kj_mol=331.7 lumo_ev=-3.83 smiles="C=C([NH3+])CCC" multiplicity=1 total_charge=+1
C 0.5445 0.4785 1.4192 -1.09
C -0.5145 -0.0139 0.7990 0.56
N -1.8917 0.3003 1.3606 -0.23
C -0.4083 -0.9435 -0.4186 -0.68
C 0.5998 -0.5882 -1.5389 -0.45
C 1.4597 0.5736 -1.3025 -1.21
H 0.4385 1.3521 2.1567 0.25
H 1.5176 0.0573 1.5026 0.37
H -2.0235 -0.1812 2.2770 0.40
H -2.2461 1.2100 1.2407 0.33
H -2.4934 -0.3011 0.8265 0.39
H -0.2072 -1.9519 -0.0105 0.35
H -1.3394 -0.8106 -0.9098 0.34
H 0.0397 -0.5362 -2.4066 0.44
H 1.2197 -1.5495 -1.6025 0.25
H 1.9096 1.0985 -2.1223 0.33
H 1.2516 1.6250 -0.6547 0.26
H 2.1433 0.1807 -0.6161 0.38


# 2
106
Properties=species:S:1:pos:R:3:mulliken_charge:R:1 method="wB97M-V/def2-TZVPD" lumo_ev=-3.79 multiplicity=1 total_charge=+1
C 3.3114 -1.3944 3.6385 -0.73
C 4.4387 -0.3962 3.4719 -0.21
O 4.8384 -0.2810 2.0998 -0.29
C 5.5930 0.8965 1.8783 -0.90
C 4.7484 2.0958 1.4577 -0.09
O 4.0363 1.7606 0.2716 -0.31
C 2.7870 2.3556 0.1134 -1.19
N 1.7129 1.4980 0.6626 1.26
C 1.2019 1.8927 1.9864 -0.91
O -0.2035 1.6945 2.0761 0.00
C -0.6086 1.7298 3.3989 0.62
C -1.8234 0.9080 3.7224 -0.67
O 0.0064 2.3821 4.2063 -0.57
C 0.7985 1.0256 -0.2655 -0.69
N -0.0729 1.7741 -0.8805 0.39
S -0.1468 3.4846 -0.5893 -0.01
N 0.7878 -0.3281 -0.6453 -0.56
I 2.6037 -1.2403 -0.2437 0.33
P -0.5103 -1.2467 0.0846 0.31
N -0.4194 -1.4755 1.6152 -0.39
H 3.6364 -2.4190 3.7984 0.08
H 2.6037 -1.3374 2.8110 -0.01
H 2.7425 -1.1277 4.5350 0.39
H 4.1260 0.5960 3.8174 0.33
H 5.3025 -0.7096 4.0684 0.39
H 6.1864 1.1583 2.7591 0.44
H 6.2636 0.6874 1.0411 0.35
H 4.0657 2.3978 2.2605 0.21
H 5.4298 2.9321 1.2729 0.35
H 2.7849 3.3376 0.5975 0.63
H 2.6032 2.5384 -0.9489 0.46
H 1.5075 2.9087 2.2392 0.38
H 1.6683 1.2312 2.7253 0.26
H -1.9647 0.1568 2.9453 0.02
H -1.6768 0.4383 4.6906 0.37
H -2.7066 1.5484 3.7654 0.25
H -0.7025 1.3266 -1.5647 0.43
H -1.3504 3.8599 -1.0316 0.18
H -1.6894 -0.5885 -0.3309 0.06
H -0.4941 -2.4689 -0.6032 0.19
H 0.3870 -1.0497 2.0563 0.01
C 3.6230 6.7270 -1.3095 -0.16
Cl 2.1859 6.6206 -0.2801 -0.10
Cl 5.0161 5.9965 -0.5170 -0.10
Cl 3.3267 5.9819 -2.8782 -0.03
H 3.8372 7.7758 -1.4671 0.40
C 1.4901 3.7954 -6.1739 -0.10
Cl 2.6243 5.0969 -5.8160 -0.13
Cl 2.3300 2.3606 -6.7422 -0.08
Cl 0.5197 3.4196 -4.7428 -0.01
H 0.8268 4.1399 -6.9564 0.33
C -2.9679 4.9121 4.0171 0.61
Cl -2.3493 6.5607 3.9652 -0.13
Cl -3.9240 4.6360 5.4672 -0.11
Cl -3.9226 4.5585 2.5659 -0.13
H -2.1213 4.2372 4.0404 -0.27
C 6.0952 1.8322 -8.8817 -0.04
Cl 5.8200 0.2424 -8.1574 -0.09
Cl 5.1864 3.0579 -7.9986 -0.06
Cl 7.8136 2.2134 -8.9165 -0.12
H 5.7326 1.8054 -9.9005 0.30
C -5.0048 -2.4269 2.9701 -0.06
Cl -3.7398 -1.9949 1.8083 -0.08
Cl -5.0241 -1.2839 4.3146 -0.13
Cl -6.5701 -2.5061 2.1775 -0.08
H -4.7694 -3.4071 3.3631 0.31
C 4.0537 -3.4365 -7.0638 0.51
Cl 3.6069 -4.2321 -8.5710 -0.12
Cl 2.6132 -3.0017 -6.1357 -0.11
Cl 5.1258 -4.4587 -6.1094 -0.12
H 4.5847 -2.5260 -7.3062 -0.16
C -7.5319 -4.2243 -1.6482 0.39
Cl -6.2231 -3.1697 -1.0989 -0.10
Cl -6.9092 -5.5139 -2.6760 -0.13
Cl -8.4137 -4.8859 -0.2734 -0.11
H -8.2232 -3.6313 -2.2314 -0.07
C 5.3192 -5.6898 3.4912 -0.08
Cl 5.2781 -7.2738 2.7282 -0.11
Cl 4.6827 -4.4542 2.4023 -0.07
Cl 4.3952 -5.6854 4.9965 -0.11
H 6.3479 -5.4513 3.7258 0.35
C -3.4509 2.3031 -4.0107 -0.12
Cl -3.7203 0.6883 -4.6458 -0.11
Cl -2.1417 2.2535 -2.7817 -0.12
Cl -3.0265 3.4329 -5.2706 -0.06
H -4.3586 2.6388 -3.5256 0.32
C -11.7547 -3.7323 -3.0269 0.02
Cl -10.4617 -2.6490 -2.4890 -0.12
Cl -11.1006 -5.0048 -4.0549 -0.11
Cl -12.6080 -4.4111 -1.6462 -0.10
H -12.4557 -3.1490 -3.6087 0.32
C 0.5704 -6.6911 4.6815 0.50
Cl 0.5312 -8.2714 3.9024 -0.12
Cl 0.0020 -5.4312 3.5785 -0.10
Cl -0.3716 -6.6946 6.1694 -0.11
H 1.5972 -6.4678 4.9366 -0.16
C -5.3962 6.1909 -7.6383 0.03
Cl -5.6425 4.5506 -7.0340 -0.11
Cl -6.2570 7.3619 -6.6453 -0.11
Cl -3.6718 6.5705 -7.7057 -0.12
H -5.7918 6.2423 -8.6439 0.31
C 0.6862 -5.8766 10.3301 -0.02
Cl -0.7537 -4.9156 9.9865 -0.11
Cl 0.2463 -7.4811 10.9077 -0.11
Cl 1.7156 -5.9859 8.9004 -0.07
H 1.2454 -5.3780 11.1103 0.32


# 3
17
Properties=species:S:1:pos:R:3:mulliken_charge:R:1 method="wB97M-V/def2-TZVPD" relative_energy_kj_mol=617.0 lumo_ev="-4.47 / -3.55" multiplicity=1 total_charge=+1
C -1.3642 -0.8073 0.1850 0.19
C -2.0583 -1.8065 -0.1560 -0.59
C -1.1457 0.5611 0.5582 -0.39
C -0.0810 1.3859 -0.2460 -0.70
C 1.4759 -0.5519 -0.3616 -0.18
N 1.4049 0.7831 0.1210 -0.22
O 2.1657 -1.4423 0.4755 -0.47
H -1.5411 -2.6724 -0.6867 0.22
H -3.0798 -1.6910 -0.0212 0.31
H -2.1013 1.0922 0.3721 0.36
H -0.8564 0.7097 1.7125 0.24
H -0.0284 1.1715 -1.2839 0.42
H -0.2875 2.4184 -0.0956 0.42
H 1.7978 -0.7103 -1.4545 0.28
H 1.9670 1.5367 -0.3668 0.37
H 1.5088 0.9950 1.1000 0.37
H 1.8011 -2.3542 0.3981 0.37


# 4
74
Properties=species:S:1:pos:R:3:mulliken_charge:R:1 method="wB97M-V/def2-TZVPD" lumo_ev=1.57 multiplicity=1 total_charge=-1
N 6.8862 -3.2917 1.8236 -0.76
C 5.4306 -3.3939 2.1184 -0.43
C 4.5982 -3.6415 0.8303 -0.76
C 3.4130 -2.6560 0.8355 -0.11
C 2.3808 -2.9151 -0.2831 -0.65
C 1.2052 -3.8273 0.1309 -1.11
Al 0.0194 -3.1891 1.6621 0.15
C 0.4710 -1.3147 2.4223 0.78
F 1.3087 -1.4146 3.5261 -0.36
F -0.7376 -0.7829 2.9474 -0.36
C 0.9658 -0.2757 1.4490 -0.06
C 0.2937 0.0250 0.2812 -0.93
C 0.7917 0.9861 -0.5709 -0.65
C 1.9496 1.6455 -0.2599 -0.92
C 2.6414 1.3582 0.8957 0.26
C 3.9292 2.0523 1.2613 0.79
F 3.7755 3.2944 1.7518 -0.28
F 4.6233 1.3443 2.1814 -0.28
F 4.7428 2.1131 0.1729 -0.29
C 2.1277 0.4009 1.7476 -0.12
H 7.3416 -3.1674 2.7276 0.25
H 7.0016 -2.3786 1.3863 0.27
H 5.2125 -4.1372 2.8915 0.40
H 5.0966 -2.4258 2.5277 0.25
H 4.2085 -4.6659 0.7992 0.25
H 5.2721 -3.4562 -0.0135 0.37
H 3.8606 -1.6671 0.6316 0.09
H 2.9331 -2.5788 1.8185 0.19
H 2.0626 -1.9628 -0.7258 0.22
H 2.9302 -3.4307 -1.0972 0.44
H 1.5631 -4.8370 0.3865 0.43
H 0.5481 -3.9558 -0.7478 0.48
H -1.5315 -3.1909 1.1825 -0.42
H 0.2202 -4.2107 2.8830 -0.34
H -0.6277 -0.5252 0.0972 0.45
H 0.2215 1.2240 -1.4674 0.76
H 2.3227 2.4127 -0.9382 0.48
H 2.6730 0.1554 2.6521 0.50
C -1.4414 2.9597 -2.7009 0.14
O -0.4822 2.3140 -3.0813 -0.65
N -1.4097 4.2695 -2.3923 0.20
C -2.5879 4.9881 -1.9430 -1.01
C -0.1503 4.9816 -2.5143 -0.85
H -2.4385 2.5069 -2.5733 0.30
H -2.7961 5.8034 -2.6351 0.37
H -2.4008 5.3961 -0.9470 0.33
H -3.4520 4.3307 -1.9004 0.30
H 0.2053 4.9242 -3.5445 0.32
H 0.5963 4.5192 -1.8670 0.18
H -0.2833 6.0235 -2.2312 0.36
C -1.2054 -6.8492 2.0611 0.24
O -0.0747 -6.5368 2.3435 -0.54
N -1.9011 -7.8649 2.6429 0.13
C -3.2577 -8.1846 2.2602 -0.93
C -1.2545 -8.6450 3.6792 -0.97
H -1.7837 -6.3145 1.2873 0.16
H -3.9196 -8.0845 3.1250 0.33
H -3.3051 -9.2136 1.8912 0.33
H -3.5982 -7.5115 1.4755 0.30
H -0.9637 -7.9914 4.5033 0.29
H -0.3528 -9.1126 3.2787 0.28
H -1.9326 -9.4142 4.0452 0.38
C -4.8219 7.4451 -2.4625 0.07
O -5.3196 6.3727 -2.1849 -0.60
N -5.1168 8.1789 -3.5544 0.10
C -4.4811 9.4537 -3.8213 -0.91
C -6.1048 7.6704 -4.4909 -0.95
H -4.0616 7.9176 -1.8163 0.37
H -5.2390 10.2387 -3.8694 0.34
H -3.9523 9.4074 -4.7757 0.34
H -3.7699 9.6963 -3.0342 0.30
H -7.0573 7.5307 -3.9783 0.30
H -5.7789 6.7047 -4.8789 0.29
H -6.2324 8.3699 -5.3137 0.38


# 5
53
Properties=species:S:1:pos:R:3:mulliken_charge:R:1 method="wB97M-V/def2-TZVPD" relative_energy_kj_mol=7.6 lumo_ev="-2.23 / -2.13" multiplicity=2 total_charge=+1
V 0.1216 -0.2379 -0.8252 0.68
C -2.4037 2.5246 -0.0492 -1.01
C -2.7748 1.1167 -0.4151 0.48
C -4.0508 0.7448 -0.7327 -0.83
C -4.3090 -0.5936 -1.0691 -0.47
C -3.3096 -1.5299 -1.0763 -0.59
C -2.0193 -1.1196 -0.6875 0.51
N -1.7798 0.1925 -0.3731 -0.10
N -0.8627 -1.8719 -0.6196 0.21
Si -0.7918 -3.5973 -0.2892 -0.22
C -1.5105 -3.8865 1.3812 -0.96
C 1.0020 -4.0392 -0.3152 -0.85
C -1.6915 -4.5966 -1.5557 -1.15
H -2.8335 3.2376 -0.7522 0.45
H -1.3220 2.6481 -0.0447 -0.08
H -2.7816 2.7726 0.9448 0.28
H -4.8443 1.4795 -0.7289 0.47
H -5.3151 -0.8859 -1.3454 0.44
H -3.4886 -2.5526 -1.3708 0.30
H -1.0061 -3.2779 2.1363 0.28
H -1.4022 -4.9377 1.6655 0.38
H -2.5772 -3.6451 1.4062 0.35
H 1.5842 -3.2988 0.2415 0.18
H 1.3794 -4.0926 -1.3416 0.22
H 1.1753 -5.0131 0.1510 0.43
H -2.7627 -4.6514 -1.3452 0.36
H -1.3118 -5.6232 -1.5456 0.37
H -1.5546 -4.1998 -2.5645 0.37
Cl 3.6165 -1.0475 0.0093 -0.11
C 3.4573 -1.4765 -1.6955 -0.43
Cl 1.8615 -1.0045 -2.4064 -0.11
H 3.5434 -2.5494 -1.8061 0.35
H 4.2075 -0.9401 -2.2592 0.40
C 0.7839 0.9184 2.4181 -0.97
N 1.5252 2.0253 1.8227 0.22
C 2.5778 2.5943 2.6704 -1.12
C 1.4870 2.2154 0.5049 0.48
O 1.0505 1.2964 -0.2675 -0.18
N 1.9357 3.3554 -0.0426 0.08
C 2.0731 3.4326 -1.4972 -1.04
C 1.7083 4.6561 0.5985 -1.17
H 0.4228 1.2309 3.3972 0.37
H 1.4265 0.0429 2.5425 0.33
H -0.0647 0.6530 1.7995 0.20
H 3.1525 1.7720 3.0984 0.38
H 2.1542 3.1812 3.4850 0.33
H 3.2472 3.2173 2.0878 0.38
H 2.4295 2.4900 -1.8965 0.27
H 2.7984 4.2110 -1.7251 0.39
H 1.1218 3.6829 -1.9695 0.33
H 1.3032 4.5325 1.5961 0.42
H 0.9885 5.2154 -0.0007 0.37
H 2.6330 5.2293 0.6562 0.34


# 6
13
Properties=species:S:1:pos:R:3:mulliken_charge:R:1 method="wB97M-V/def2-TZVPD" relative_energy_kj_mol=258.6 lumo_ev=0.94 multiplicity=1
C -1.3012 -1.0627 -0.5443 -0.93
C -1.1419 1.3321 -0.0635 -0.87
C 0.3870 -0.4035 0.8679 -0.23
H -0.8430 -0.9065 -1.5507 0.32
H -2.3423 -1.0082 -0.6998 0.33
H -1.0607 -2.0310 -0.1255 0.34
H -0.5124 1.5848 -0.9814 0.31
H -0.9607 2.0588 0.6988 0.29
H -2.2168 1.4166 -0.2567 0.30
H 0.5198 -1.0022 1.7520 0.42
N -0.8846 -0.0466 0.4287 -0.15
N 1.4145 -0.0514 0.1053 0.45
N 2.2920 0.1969 -0.5908 -0.58